[1]
22
Properties=species:S:1:pos:R:3:forces:R:3:mulliken_charge:R:1 method="wB97M-V/def2-TZVPD" multiplicity=6 s2=8.76 homo_energy_ev="-6.00 / -6.34"
O 2.3777 0.8813 -0.3993 -2.8 0.8 -0.4 -0.682
C 2.6318 0.0006 0.6305 0.8 1.4 1.1 -0.278
C 2.6072 -1.3743 -0.0932 3.4 -1.4 0.5 -0.353
O 1.3421 -1.5363 -0.6488 -0.2 -0.7 0.4 -0.712
Mn 0.6624 0.2531 -1.1557 1.7 0.9 -0.2 0.615
H 2.3781 -0.4218 1.6350 -4.2 -0.1 -0.1 0.134
H 3.3953 -1.4560 -0.8702 -0.4 0.1 0.0 0.224
O -2.3110 -0.7212 0.2471 -0.2 0.2 0.5 -0.393
C -1.6590 -0.1331 1.2956 0.4 1.6 -0.3 -0.358
C -0.7593 0.8769 1.1437 -1.9 0.0 -0.1 0.057
O -0.7056 1.5599 -0.1050 0.1 -0.2 0.9 -0.435
C -1.9482 1.4332 -0.8061 -0.3 -0.1 0.1 -0.646
C -2.1568 -0.0642 -1.0370 0.0 0.2 -0.3 0.417
O -1.0681 -0.5744 -1.6681 -0.6 -0.6 -0.4 -0.900
Li -0.3046 -2.2058 -0.9900 0.3 0.3 0.1 0.872
H -2.1130 -0.3277 2.2675 0.7 -0.6 -0.2 0.383
H -0.3079 1.4344 1.9613 0.0 -0.3 -0.3 0.419
H -1.8245 1.9496 -1.7645 -0.1 -0.1 0.2 0.290
H -2.7548 1.8905 -0.2175 0.2 -0.1 -0.1 0.396
H -3.1029 -0.2588 -1.5680 0.2 -0.1 0.1 0.402
H 2.7662 0.9460 1.4848 3.3 -1.2 -1.3 0.231
H 2.8551 -2.1521 0.6576 -0.3 0.0 -0.3 0.317

[2]
24
Properties=species:S:1:pos:R:3:forces:R:3:mulliken_charge:R:1 method="wB97M-V/def2-TZVPD" multiplicity=2 s2=0.76 homo_energy_ev="-15.24 / -15.32" charge=+2
O 0.0334 3.4842 -2.2731 -0.1 1.4 0.4 -0.786
C 1.0422 2.7083 -2.1343 0.1 -2.7 -2.9 1.161
O 1.6301 2.6767 -1.0240 1.4 -0.6 0.7 -0.623
Y 0.3310 3.9837 -0.1396 -1.7 0.5 1.8 1.715
O 1.3356 1.9221 -3.1310 -1.0 2.0 0.5 -0.309
C 1.6839 0.5412 -2.8859 1.2 -0.9 0.3 -0.235
C 0.5721 -0.2208 -2.2466 0.7 -1.3 -0.6 -0.940
H 2.6071 0.5028 -2.2946 -0.2 0.1 -0.1 0.347
H 1.9103 0.1586 -3.8916 -0.1 0.2 0.3 0.298
H 0.9168 -0.8711 -1.4384 -0.4 0.3 0.1 0.405
H -0.0905 -0.7287 -2.9525 -0.2 0.4 0.4 0.489
C -3.7343 -0.9274 -0.3209 -0.7 0.0 -1.2 -0.385
C -2.4080 -0.2093 -0.3130 3.8 -0.9 -1.9 -0.007
O -2.5607 1.0082 0.3795 0.5 2.1 1.4 -0.300
C -2.2386 2.1718 -0.1967 -0.4 -4.5 -2.9 0.970
O -2.5536 2.3220 -1.3893 0.1 1.5 0.6 -0.676
O -1.3544 2.8543 0.4114 1.5 2.4 0.9 -0.686
O -3.6032 -2.0758 -1.1276 0.2 0.2 0.0 -0.506
Li -1.7737 3.2825 -2.7786 -0.6 -0.5 -0.3 0.916
H -4.5324 -0.2578 -0.6881 0.3 -0.1 0.0 0.296
H -4.0019 -1.1952 0.7155 0.3 0.2 -0.1 0.302
H -1.3996 -0.0527 -1.3245 -3.9 -0.1 2.0 -0.092
H -4.4652 -2.4843 -1.2411 -0.1 -0.1 0.0 0.331
H -1.6742 -0.8354 0.2133 -0.5 0.3 0.7 0.316

[3]
22
Properties=species:S:1:pos:R:3:forces:R:3:mulliken_charge:R:1 method="wB97M-V/def2-TZVPD" multiplicity=4 s2=3.76 homo_energy_ev="-7.78 / -8.03"
O -1.9918 -0.2838 1.7656 -0.2 0.0 -0.5 -0.714
C -0.8955 0.2171 2.4613 1.6 -2.0 -1.0 -0.199
C -0.5141 1.5987 1.9530 2.7 -0.1 0.6 -0.402
O -0.6547 1.7045 0.5577 -4.7 0.4 5.7 -1.049
Mg -1.6402 0.0838 -0.0922 -0.3 -0.8 1.2 1.082
H -1.0636 0.2624 3.5539 0.1 -0.1 -0.3 0.378
H -1.1962 2.3438 2.4025 0.9 0.1 0.0 0.377
O 1.9117 0.9496 -0.8994 2.8 -0.7 0.9 -0.869
C 2.0628 -0.0577 -0.0569 0.2 -2.7 -1.1 0.109
C 1.2328 -1.1508 0.0256 1.2 1.0 -0.6 -0.610
O 0.0002 -1.1509 -0.6511 -0.4 -0.3 0.3 -0.264
C 0.0246 -1.3048 -2.0898 0.5 0.0 -0.3 -0.116
C -1.0754 -0.4464 -2.6122 0.1 -0.6 -0.1 -0.419
O -1.2059 0.7547 -2.0239 -2.9 -1.0 -1.6 -0.834
Pd 0.1758 1.6159 -0.9918 4.1 3.4 -5.4 1.445
H 3.0683 -0.2070 0.3678 -0.4 0.4 0.1 0.412
H 1.5774 -2.1345 0.3394 -0.2 0.4 0.5 0.393
H -0.1089 -2.3626 -2.3579 0.0 0.3 0.0 0.325
H 1.0246 -0.9766 -2.4282 -0.2 -0.1 0.0 0.288
H -1.5013 -0.6107 -3.6060 0.0 0.1 0.4 0.425
H 0.0944 -0.4833 2.2491 -2.2 1.4 0.8 0.069
H 0.6749 1.6389 2.1336 -2.6 0.9 0.3 0.174

[4]
16
Properties=species:S:1:pos:R:3:forces:R:3:mulliken_charge:R:1 method="wB97M-V/def2-TZVPD" multiplicity=1 homo_energy_ev=-8.87 smiles=C[C@]12[C@@H]3CN1C[C@@H]32
C -0.5107 0.9224 1.7590 0.0 0.0 0.0 -1.314
C -0.0721 0.2709 0.4889 -0.1 0.3 0.3 0.648
C 0.4308 0.7773 -0.8256 0.0 0.2 -0.2 -0.363
C -0.7257 0.0649 -1.4917 0.0 0.0 -0.3 -0.402
N -0.8478 -0.8106 -0.2790 -0.2 -0.1 0.0 -0.540
C 0.4354 -1.5908 -0.3337 0.1 -0.2 -0.1 -0.397
C 1.1928 -0.3100 -0.0565 0.2 -0.1 0.1 -0.406
H -0.9158 0.1851 2.4616 0.1 0.1 -0.1 0.319
H -1.2862 1.6708 1.5627 0.1 -0.1 0.1 0.270
H 0.3344 1.4266 2.2396 -0.1 -0.1 -0.1 0.318
H 0.8790 1.7391 -1.0542 0.0 -0.2 0.1 0.417
H -1.6145 0.6981 -1.5773 0.1 -0.1 0.0 0.237
H -0.5697 -0.4771 -2.4326 0.0 0.1 0.1 0.283
H 0.5983 -2.1365 -1.2730 0.0 0.1 0.2 0.284
H 0.4665 -2.2849 0.5103 0.0 0.1 -0.1 0.236
H 2.2051 -0.1453 0.3014 -0.2 -0.1 -0.1 0.410